# 1
Computed, not measured: 4 unconnected molecules or ions with the total composition C16H33BFINO9 at a distorted geometry, with wB97M-V/def2-TZVPD.

Last column: Löwdin charge in e.
Geometry (Å):
O  -3.60371  1.90984  4.28771  0.2294
B  -4.03755  1.60477  3.04002  -0.6513
O  -3.32001  1.00500  2.08222  0.2430
N  -5.53210  1.89406  2.68613  0.0823
C  -6.31067  0.59541  2.69006  -0.0409
C  -7.74568  0.85053  2.26017  -0.1572
O  -8.37885  1.93431  2.92084  -0.1303
C  -7.63262  3.08708  3.05273  -0.6485
I  -7.49105  4.20974  1.20579  0.9861
C  -6.24325  2.81228  3.60989  -0.3487
F  -5.53119  3.94739  3.75967  0.0688
H  -3.00752  2.66763  4.28070  0.1434
H  -3.53820  1.40753  1.21346  0.0745
H  -5.57377  2.25781  1.72082  0.1207
H  -5.83871  -0.05876  1.95991  0.1503
H  -6.24069  0.14602  3.67856  0.1563
H  -8.32203  -0.03639  2.51771  0.1476
H  -7.81556  0.96221  1.17464  0.1259
H  -8.15139  3.73996  3.74852  0.1140
H  -6.35865  2.28169  4.55610  0.1868
O  -3.99438  1.71729  -0.49244  0.0432
C  -3.26744  1.05874  -1.22161  -0.5094
O  -1.96756  1.15113  -1.04063  0.0371
C  -1.00155  0.33621  -1.75117  -0.1929
C  -0.67705  0.91620  -3.10666  -0.0528
C  -3.83630  0.22646  -2.33735  0.0329
H  -1.34656  -0.69638  -1.80446  0.1193
H  -0.11196  0.34168  -1.12573  0.1119
H  -1.55169  0.95294  -3.75838  0.0702
H  0.09267  0.31890  -3.59158  0.0874
H  -0.30775  1.93509  -2.99813  0.0912
H  -4.03759  0.88138  -3.18446  0.1075
H  -4.77608  -0.20474  -2.00161  0.0933
H  -3.18650  -0.58048  -2.66052  0.0787
O  2.58271  0.27315  -1.87821  0.0934
C  3.18335  0.30138  -0.83686  -0.5151
O  2.48668  0.59980  0.28148  -0.0137
C  3.06366  0.52576  1.59178  -0.2349
C  3.83109  1.77992  1.95138  -0.0624
C  4.67140  0.08737  -0.75774  0.0207
H  3.67246  -0.37299  1.69041  0.1159
H  2.21208  0.40580  2.25978  0.1194
H  4.67839  1.93746  1.28510  0.0705
H  4.20712  1.71270  2.97219  0.0837
H  3.18291  2.65289  1.87306  0.0818
H  5.16810  1.02120  -1.02070  0.1045
H  4.95032  -0.67432  -1.48049  0.0766
H  5.03085  -0.24427  0.21108  0.0680
O  7.08042  -2.26333  -0.21511  0.1025
C  7.20536  -2.94756  -1.19299  -0.5241
O  6.23374  -2.90585  -2.12749  -0.0153
C  6.34140  -3.56361  -3.39615  -0.2320
C  5.94819  -5.02340  -3.31896  -0.0627
C  8.37460  -3.88696  -1.36511  0.0165
H  7.33872  -3.42481  -3.81462  0.1145
H  5.65097  -3.02535  -4.04278  0.1237
H  6.60950  -5.58561  -2.65986  0.0689
H  5.98583  -5.47718  -4.30917  0.0838
H  4.93523  -5.11850  -2.92844  0.0835
H  8.16928  -4.79721  -0.80304  0.0989
H  9.25451  -3.40866  -0.94355  0.0935
H  8.59407  -4.15032  -2.39589  0.0699

Properties
- Charge: +1
- Total energy: -1783.6835 Eh
- Kohn-Sham gap: 9.30 eV
- Maximum force: 1.06 eV Å⁻¹
- Energy above the lowest of the compared OMol25 structures with the same formula, charge and spin: 0.000 eV
- M: 540.15 Da

***

# 2
Computed, not measured: C2Cl4S in the gas phase at a distorted geometry, with wB97M-V/def2-TZVPD.

Last column: Löwdin charge in e.
Geometry (Å):
C  -1.04013  0.00813  -0.16039  -1.5645
C  1.03108  -0.00862  -0.15433  -1.5760
S  0.00509  0.00479  -1.59808  0.7589
Cl  -1.62499  1.47134  0.48081  0.5978
Cl  -1.65378  -1.45431  0.47523  0.5923
Cl  1.65051  1.44865  0.47866  0.5941
Cl  1.63223  -1.46999  0.47810  0.5974

Properties
- Charge: 0
- Total energy: -2315.0782 Eh
- Kohn-Sham gap: 8.77 eV
- Maximum force: 3.24 eV Å⁻¹
- Energy above the lowest of the compared OMol25 structures with the same formula, charge and spin: 0.959 eV
- M: 197.90 Da

***

# 3
Computed, not measured: 2 unconnected molecules or ions with the total composition C3H9NO at a distorted geometry, with wB97M-V/def2-TZVPD.

Last column: Löwdin charge in e.
Geometry (Å):
C  -1.64852  0.11555  0.54541  -0.1045
C  -0.32019  -0.80002  0.38659  -0.3121
C  1.41602  -1.05171  -1.07470  -0.0695
N  0.97532  -0.33520  -0.09947  -0.0981
H  -2.43637  -0.51452  1.00838  0.0653
H  -1.32313  0.97877  1.26034  0.0775
H  -1.83336  0.47088  -0.51676  0.0779
H  -0.62313  -1.78673  -0.22127  0.1286
H  -0.12897  -0.89843  1.50348  0.1142
H  0.76487  -1.55477  -1.85720  0.0876
H  2.58626  -1.06406  -1.30707  0.1087
H  1.13483  1.64654  -0.40880  -0.0495
H  0.49790  2.27359  0.86885  0.1066
O  0.93845  2.52012  -0.08776  -0.1327

Properties
- Charge: 0
- Total energy: -249.6020 Eh
- Kohn-Sham gap: 10.61 eV
- Maximum force: 4.40 eV Å⁻¹
- SMILES: C=NCC.O
- Energy above the lowest of the compared OMol25 structures with the same formula, charge and spin: 3.040 eV
- M: 75.11 Da

***

# 4
Computed, not measured: a gas-phase ion, C5H12N2 (charge +1) at a distorted geometry, with wB97M-V/def2-TZVPD.

Last column: Löwdin charge in e.
Geometry (Å):
C  -0.77847  2.08659  -0.18904  0.1733
C  -0.69970  0.94793  -1.20725  -0.1729
C  0.69606  0.07567  -1.13636  -0.0982
C  0.69824  -1.08551  -0.02041  -0.3959
C  -0.03416  -0.70524  1.30493  -0.2292
N  0.19204  0.67878  1.77730  0.0775
N  -0.15263  -2.23696  -0.42851  0.1399
H  -0.22119  3.12979  -0.47007  0.1851
H  -1.78257  2.26800  0.17562  0.1093
H  -0.02155  1.30061  0.82922  0.0448
H  -1.43257  0.25348  -1.13898  0.0587
H  -0.75203  1.12570  -2.35488  0.1779
H  1.62874  0.66385  -0.94976  0.1261
H  0.71884  -0.39116  -2.10581  0.0957
H  -1.12671  -0.66963  0.89856  0.1338
H  0.10201  -1.47072  2.15840  0.1696
H  1.22515  0.77212  2.11151  0.1533
H  1.82052  -1.29686  0.18004  0.1670
H  0.27358  -2.69450  -1.28651  0.0843

Properties
- Charge: +1
- Total energy: -306.6939 Eh
- Kohn-Sham gap (alpha / beta): 6.41 / 6.42 eV
- Maximum force: 4.83 eV Å⁻¹
- 2S+1: 2
- ⟨S²⟩: 0.755
- Energy above the lowest of the compared OMol25 structures with the same formula, charge and spin: 7.001 eV
- M: 100.16 Da

***

# 5
Computed, not measured: a molecular structure, C5H8AgLiO3 at a distorted geometry, with wB97M-V/def2-TZVPD.

Last column: Löwdin charge in e.
Geometry (Å):
C  1.21385  -1.40424  2.35981  -0.0178
C  1.07780  -2.25030  3.36279  0.2478
H  2.10463  -1.37070  1.72442  0.1049
H  1.27766  0.08606  2.29353  0.2440
H  0.16584  -2.60726  3.84829  0.0814
Li  -1.96138  -1.49488  1.25089  0.8847
O  0.15331  0.69205  -0.74927  0.0110
Ag  1.72242  2.92454  0.20214  0.9361
O  1.01504  1.12140  1.17342  -0.0825
C  0.18133  0.41208  0.51723  -0.6624
O  -0.18454  -0.72276  0.97723  -0.0903
C  -1.07382  0.74885  -1.51582  -0.1797
C  -0.67913  0.58140  -2.96059  -0.0407
H  -1.70723  -0.08653  -1.18577  0.1195
H  -1.52526  1.73870  -1.35438  0.1430
H  -0.32349  -0.44063  -3.14037  0.0994
H  -1.56392  0.77139  -3.58118  0.1054
H  0.10687  1.30083  -3.22235  0.0962

Properties
- Charge: +2
- Total energy: -574.6794 Eh
- Kohn-Sham gap (alpha / beta): 7.51 / 7.70 eV
- Maximum force: 6.77 eV Å⁻¹
- 2S+1: 3
- ⟨S²⟩: 2.015
- Energy above the lowest of the compared OMol25 structures with the same formula, charge and spin: 2.226 eV
- M: 230.93 Da

***

# 6
Computed, not measured: 3 unconnected molecules or ions with the total composition C34H61ClN8O8P2 at a distorted geometry, with wB97M-V/def2-TZVPD.

Last column: Löwdin charge in e.
Geometry (Å):
C  -4.21934  -1.23627  0.92505  -0.0512
C  -3.20980  -2.38160  0.54246  -0.2518
O  -1.95465  -2.01504  1.12356  -0.1897
C  -1.01419  -3.07822  1.11129  -0.2337
C  -0.40483  -3.38517  2.49959  -0.1540
C  -0.16275  -2.11593  3.39112  -0.1580
C  1.36884  -1.89307  3.57149  -0.1836
C  1.82045  -0.39850  3.69332  -0.1015
C  1.12955  0.58814  2.75637  -0.0934
C  1.09676  0.43291  1.35531  -0.1560
C  1.75415  -0.76261  0.67001  -0.0536
C  3.28701  -0.48775  0.64216  -0.4694
O  3.69848  0.60330  0.38500  0.1313
O  4.13551  -1.54930  0.87129  0.0917
C  0.48740  1.38201  0.54119  -0.4623
Cl  0.43123  1.22453  -1.20918  0.7503
C  -0.13789  2.53363  1.06579  -0.2126
N  -0.76634  3.46606  0.17795  0.1627
C  -0.15528  4.53509  0.10624  -0.2645
O  0.21984  5.63901  0.23023  0.1959
C  -0.11121  2.66871  2.44875  -0.0100
C  0.49671  1.71472  3.29797  -0.0188
C  0.40860  2.00052  4.78543  -0.2962
O  0.23191  1.18283  5.65496  0.1077
C  0.50370  3.47340  5.17608  0.0656
C  -0.06074  4.37073  4.38221  -0.1394
C  -0.01189  5.86958  4.71557  -0.1703
N  0.49670  6.56437  3.52088  -0.1106
C  1.77212  6.00689  3.07056  -0.1239
C  -0.75042  3.91525  3.09270  -0.2676
O  -1.69982  4.48623  2.63219  0.1526
H  -4.21369  -0.52038  0.09227  0.0691
H  -3.80066  -0.78230  1.83662  0.0765
H  -5.18950  -1.71970  1.09982  0.0658
H  -3.09983  -2.50577  -0.54942  0.1188
H  -3.56291  -3.30604  1.03757  0.1173
H  -0.25503  -2.90549  0.32083  0.1129
H  -1.54719  -3.99789  0.78700  0.1153
H  0.53908  -3.93385  2.31194  0.1087
H  -1.03468  -4.09968  3.05897  0.1091
H  -0.57459  -2.37335  4.38275  0.1122
H  -0.71820  -1.23527  3.04295  0.1064
H  1.98519  -2.41723  2.81959  0.0733
H  1.64810  -2.37287  4.52911  0.1176
H  2.90190  -0.37207  3.43077  0.1248
H  1.76990  -0.12147  4.75096  0.1032
H  1.49680  -1.72069  1.13336  0.0867
H  1.46080  -0.84149  -0.38924  0.0915
H  3.78925  -1.98580  1.66512  0.0974
H  0.99847  3.74869  6.11136  0.1320
H  0.65420  6.04523  5.58979  0.1187
H  -1.00693  6.25727  4.98448  0.1260
H  0.56142  7.55674  3.71082  0.1033
H  1.56872  5.19374  2.35240  0.0616
H  2.37526  6.74468  2.51194  0.0898
H  2.42244  5.65510  3.90005  0.0881
O  8.53259  2.99237  -0.48880  -0.2978
P  8.82030  1.84461  -1.44297  0.7537
N  8.62251  2.79065  -2.88141  -0.3096
C  7.99316  2.42366  -4.12849  -0.1331
C  9.64837  3.80759  -3.09895  -0.1420
N  7.38175  0.94432  -1.00514  -0.3179
C  6.16890  0.96503  -1.80875  -0.1436
C  6.95178  1.14690  0.38517  -0.1502
N  9.40413  0.46048  -2.30111  -0.3204
C  10.76720  0.57001  -2.81817  -0.1375
C  8.68918  -0.67663  -2.83280  -0.1228
H  8.64337  1.81640  -4.77827  0.0768
H  7.72431  3.32143  -4.69024  0.0839
H  7.05337  1.89740  -3.99437  0.0499
H  10.60781  3.36684  -3.40256  0.0636
H  9.81688  4.38788  -2.18937  0.0715
H  9.35181  4.52101  -3.87054  0.0770
H  5.77797  1.98083  -1.95456  0.0965
H  5.38793  0.36868  -1.33717  0.0616
H  6.30080  0.48824  -2.78111  0.0505
H  6.41624  2.09414  0.50867  0.0815
H  7.80493  1.14481  1.06386  0.0702
H  6.28710  0.34404  0.70566  0.0605
H  10.77955  0.95306  -3.84603  0.0757
H  11.28153  -0.39323  -2.80847  0.0784
H  11.36105  1.24484  -2.19829  0.0749
H  8.10655  -0.42073  -3.72191  0.0730
H  8.04017  -1.13559  -2.08839  0.0827
H  9.38396  -1.46795  -3.12971  0.0811
O  -7.75362  -4.51445  -0.54778  -0.3035
P  -8.57856  -4.02445  -1.73108  0.7681
N  -7.22076  -3.28126  -2.51955  -0.3087
C  -7.14699  -2.00628  -3.19561  -0.1310
C  -6.23966  -4.21365  -3.06998  -0.1422
N  -9.48324  -2.88861  -0.73951  -0.3311
C  -9.13612  -1.47854  -0.65149  -0.1519
C  -9.69831  -3.34320  0.63965  -0.1603
N  -9.63786  -3.66016  -3.05202  -0.3197
C  -9.46092  -4.48859  -4.24395  -0.1351
C  -10.47803  -2.50823  -3.28869  -0.1209
H  -7.55264  -2.03567  -4.21915  0.0777
H  -6.10601  -1.68302  -3.27093  0.0846
H  -7.63951  -1.20551  -2.65392  0.0497
H  -6.61199  -4.71908  -3.97124  0.0643
H  -5.98038  -4.98027  -2.33645  0.0712
H  -5.30745  -3.70947  -3.33339  0.0760
H  -8.10279  -1.31726  -0.31569  0.0867
H  -9.80375  -0.96777  0.04694  0.0836
H  -9.29443  -0.94922  -1.59044  0.0474
H  -8.80770  -3.19930  1.26135  0.0764
H  -9.96617  -4.39869  0.66797  0.0699
H  -10.52206  -2.78993  1.09767  0.0777
H  -8.75891  -4.03151  -4.95190  0.0764
H  -10.40646  -4.65611  -4.76337  0.0799
H  -9.07652  -5.47423  -3.97431  0.0751
H  -9.89838  -1.62314  -3.56276  0.0729
H  -11.11177  -2.28163  -2.43276  0.0839
H  -11.17227  -2.69644  -4.11278  0.0831

Properties
- Charge: 0
- Total energy: -3514.7535 Eh
- Kohn-Sham gap: 7.07 eV
- Maximum force: 8.26 eV Å⁻¹
- SMILES: CCOCCCCCc1c(CC(=O)O)c(Cl)c(N=C=O)c2c1C(=O)C=C(CNC)C2=O.CN(C)P(=O)(N(C)C)N(C)C.CN(C)P(=O)(N(C)C)N(C)C
- M: 807.31 Da